9
Properties=species:S:1:pos:R:3:mulliken_charge:R:1 method="wB97M-V/def2-TZVPD" fmax_ev_per_a=4.5 energy_ev=-18661.28626 e_above_lowest_kj_mol=67.7 e_homo_ev=-8.602 lumo_energy_ha=0.017 smiles="N#C/C(Cl)=C/N"
Cl -0.40479 2.14308 0.00071 -0.22
N 1.66278 -0.20681 -0.01497 -0.40
N -3.15557 -0.24600 -0.02123 -0.44
C 0.34826 -0.50831 0.00342 0.01
C -2.02613 0.10252 -0.01783 0.18
C -0.68290 0.45191 0.04246 0.15
H -0.04009 -1.53326 0.14758 0.32
H 2.38944 -0.93852 -0.06657 0.22
H 1.90899 0.73539 -0.07357 0.17

11
Properties=species:S:1:pos:R:3:mulliken_charge:R:1 method="wB97M-V/def2-TZVPD" fmax_ev_per_a=6.6 energy_ev=-22752.47819 e_above_lowest_kj_mol=464.4 e_homo_ev=-8.954 lumo_energy_ha=-0.003 smiles="O=c1cc(Cl)[nH]n1O"
Cl 3.11456 0.05182 -0.11081 -0.17
O -1.83606 1.59057 -0.26097 -0.63
O -1.78057 -1.33579 -0.14476 -0.48
N -0.74038 -0.44299 0.10700 0.29
N 0.58578 -0.89841 -0.08044 -0.17
C -0.84207 0.87695 -0.12238 0.31
C 1.30808 0.17649 -0.11158 0.29
C 0.52429 1.36387 0.15366 -0.41
H -1.75327 -2.08657 0.77530 0.40
H 0.62363 -1.78314 -0.66849 0.30
H 0.79603 2.48720 0.46347 0.28

11
Properties=species:S:1:pos:R:3:mulliken_charge:R:1 method="wB97M-V/def2-TZVPD" fmax_ev_per_a=3.2 energy_ev=-31543.28041 e_above_lowest_kj_mol=121.0 e_homo_ev=-8.452 lumo_energy_ha=0.017 smiles=Oc1nn(S)cc1Cl
Cl -1.47641 0.11789 -2.47807 -0.23
S 2.65386 -0.18639 1.18692 -0.17
O -2.33673 0.07349 0.71144 -0.49
N 1.10834 -0.06256 0.40083 0.49
N -0.06593 0.02500 1.13799 -0.66
C -0.46312 0.08639 -1.06867 0.09
C -1.03839 0.02351 0.27543 0.40
C 0.86858 0.04802 -0.94558 -0.42
H 2.05857 -0.19967 2.44613 0.21
H -2.98408 0.00949 -0.01414 0.33
H 1.67530 0.06483 -1.65227 0.45

11
Properties=species:S:1:pos:R:3:mulliken_charge:R:1 method="wB97M-V/def2-TZVPD" fmax_ev_per_a=5.1 energy_ev=-31541.94124 e_above_lowest_kj_mol=250.2 e_homo_ev=-9.564 lumo_energy_ha=-0.009
Cl -3.10052 1.14322 -0.16366 -0.19
S -2.36641 -0.69081 0.46430 0.50
O -2.53567 -1.59035 -0.61767 -0.40
N 1.61974 1.18606 -0.09062 -0.67
N 1.92169 -0.18089 -0.12435 0.14
C 0.80039 -0.87946 0.06202 -0.57
C -0.20506 0.01239 0.07261 0.29
C 0.34189 1.29998 0.04056 -0.04
H -0.19347 2.28892 0.10278 0.33
H 2.81278 -0.61042 0.07836 0.26
H 0.90464 -1.97863 0.17568 0.35